1.
Here is a single C5H5N molecule at a distorted geometry from the Open Molecules 2025 dataset. Energies are from wB97M-V/def2-TZVPD.

Geometry (Å):
C: 0.0659 0.0895 0.2330
C: -0.6801 -0.4662 -0.9139
H: 1.2083 0.2548 0.2543
C: -0.0217 -0.4252 -2.0845
H: -0.5541 -0.4685 -3.0865
H: -1.3442 -0.3121 1.6205
C: 0.7196 0.6968 2.3152
H: -1.5385 -0.8225 -0.7534
H: 1.0874 -0.1034 -2.0808
C: -0.4329 0.3420 1.4357
N: 1.4902 1.2149 3.0603

Output
* multiplicity: 1
* energy relative to the best compared isomer or geometry (same formula, charge and spin): 75.0 kcal per mole
* HOMO level: -0.352 Ha
* orbital gap: 9.45 eV
* structure (SMILES): C=C/C=C/C#N

2.
Here is a molecular structure, CH2CoF3O4S at a distorted geometry from the Open Molecules 2025 dataset. Energies are from wB97M-V/def2-TZVPD.

Geometry (Å):
H: -1.6941 -1.5216 0.2146
O: -1.4841 -0.8920 0.9143
O: 0.5368 -0.2538 1.7344
H: -0.7456 -0.7930 2.0153
O: 1.6430 1.0145 0.1326
F: 0.5773 0.8615 -2.3761
Co: 1.7552 1.2859 2.1081
S: 0.6364 -0.1101 0.0838
F: -1.0991 -0.3673 -1.9246
C: -0.2789 0.5460 -1.4162
F: -0.9628 1.6282 -1.0734
O: 1.1158 -1.3982 -0.4128

Output
* multiplicity: 6
* total charge: +1
* HOMO level (spin up / spin down): -0.504 / -0.570 Ha
* orbital gap (spin up / spin down): 7.24 / 4.58 eV

3.
Here is 2 unconnected molecules or ions with the total composition C46H40Cl2N at a distorted geometry from the Open Molecules 2025 dataset. Energies are from wB97M-V/def2-TZVPD.

Geometry (Å):
C: 1.9981 1.1484 1.7233
H: -2.7378 1.1403 -2.8360
C: 0.1098 -4.3833 1.4590
C: 2.3223 4.8336 -2.3378
C: 1.9877 2.5416 -3.8667
H: -0.4628 -4.7683 -0.8584
C: -6.3815 2.7494 -2.3495
H: -5.3590 5.9662 -2.2648
C: -5.2813 4.8916 -2.3052
H: 3.9080 3.0024 -4.6826
C: -6.4515 4.1400 -2.3278
C: -1.4716 -0.8299 3.4055
H: 0.5692 1.0199 4.0278
H: -0.4995 -4.5877 -3.3034
H: 0.9252 5.5813 2.2441
H: -0.4484 2.8914 5.2346
C: -2.7131 2.1909 -2.6003
C: 0.0708 3.0658 4.3064
C: 2.0115 -2.6568 1.5013
H: 1.9286 3.7137 1.0075
C: -4.0605 4.2689 -2.3530
C: 1.7799 -0.1606 1.9708
N: 2.4172 -1.2162 1.3328
H: -0.0265 -2.3880 3.5731
C: 0.5517 -2.9195 -0.5562
C: -1.4841 2.8166 -2.5666
H: 1.7391 -5.4454 0.5748
C: 4.3317 -2.5218 0.5901
H: 2.0426 -2.8593 2.5792
H: 1.0588 -0.4263 2.7160
C: 0.9514 2.9478 -2.9964
H: -2.6725 0.3944 0.5123
C: 0.4767 -2.6885 -3.3371
H: 5.1859 -2.8333 1.2031
H: 2.4796 5.7216 -1.7497
Cl: 4.7669 5.3399 -3.3501
H: -7.2994 2.1846 -2.3291
H: 0.4606 -2.6130 -4.4128
C: -0.6018 -1.7750 2.8997
C: 3.8575 -1.1204 0.9900
H: -1.6969 -3.7120 2.3695
C: -0.0690 -3.7928 -2.7149
C: 0.4732 -6.7642 1.6412
H: 2.7757 -3.8509 -0.1651
H: -5.1166 1.0465 -2.4299
C: 0.8553 -5.5203 1.1793
C: 0.6466 2.0159 3.6280
H: 4.6791 -2.5332 -0.4510
C: 1.1047 -1.8238 -1.2034
H: 3.4185 -4.3484 1.3906
C: 1.0652 -1.7012 -2.5762
C: -0.0388 -3.9025 -1.3381
H: -1.5606 -0.6949 4.4709
H: -0.9661 -7.8695 2.7783
C: -3.9606 2.8597 -2.4328
H: 1.0724 -7.6325 1.4220
H: 1.8478 1.6692 -4.4821
C: 1.3473 2.2299 2.4342
H: 1.5780 -1.0594 -0.6157
C: -2.0911 -0.2142 1.1871
H: 1.5102 -0.8459 -3.0569
C: -1.4497 -5.7979 2.6491
C: 3.3194 4.4256 -3.2156
H: 3.9944 -0.3905 0.1871
C: -0.2916 2.2426 -2.9592
H: -3.1710 4.8717 -2.3519
H: -2.8874 0.7014 2.9426
C: -5.1637 2.1220 -2.4077
C: 1.1597 4.1164 -2.2323
C: 3.1384 3.2783 -3.9829
C: 0.8444 4.5786 2.6251
C: 0.5503 -2.9834 0.9784
C: -2.2144 -0.0439 2.5498
H: -2.3502 -5.8902 3.2343
H: 0.4045 4.4281 -1.5334
H: -1.4559 3.8527 -2.2870
H: -0.2522 5.1748 4.3577
C: 3.1313 -3.4710 0.7989
C: 1.4231 3.5354 1.9406
H: 2.6786 1.4095 0.9316
Cl: -7.9730 4.9249 -2.4497
C: -0.6757 -6.9065 2.3887
H: -1.1334 -1.2846 -0.3792
C: -1.2169 -1.1566 0.6858
C: -0.4414 -1.9420 1.5292
H: 4.3891 -0.7399 1.8693
H: -0.3155 1.2435 -3.3561
C: 0.1731 4.3502 3.8097
C: -1.0681 -4.5613 2.1742

Output
* multiplicity: 1
* total charge: +1
* HOMO level: -0.330 Ha
* orbital gap: 3.24 eV

4.
Here is a single C4H9BrF2O3SSi molecule at a distorted geometry from the Open Molecules 2025 dataset. Energies are from wB97M-V/def2-TZVPD.

Geometry (Å):
H: -0.8627 -1.5283 -1.1610
H: 1.9282 2.0545 0.2999
H: 0.1970 -0.6337 -2.2250
F: -5.8485 -1.4449 1.4056
C: -5.1811 -1.4385 0.2678
S: -2.1806 2.7867 0.2335
Si: -0.0910 0.6076 -0.0529
H: -1.4679 -0.1244 -2.0213
Br: -4.5877 0.1793 -0.3883
H: 2.2900 0.3812 0.6796
O: -0.8456 2.0568 -0.3409
H: -0.3341 -1.1325 1.7546
H: -1.7507 -0.0970 1.6851
F: -4.3164 -2.4411 0.2728
O: -2.0647 2.8410 1.6687
H: 2.2230 0.9059 -0.9914
C: 1.7639 1.0287 -0.0163
C: -0.6051 -0.5305 -1.4993
C: -0.6653 -0.1078 1.6132
H: -0.2864 0.4840 2.4424
O: -3.3533 1.9201 -0.2477

Output
* multiplicity: 1
* energy relative to the best compared isomer or geometry (same formula, charge and spin): 1.5 kcal per mole
* HOMO level (spin up / spin down): -0.351 / -0.313 Ha
* orbital gap (spin up / spin down): 8.29 / 5.48 eV

| no. | total energy (a.u.) | M (Da) |
| --- | --- | --- |
| 1 | -248.1556 | 79.102 |
| 2 | -2420.1810 | 226.017 |
| 3 | -2751.7414 | 677.739 |
| 4 | -3844.8810 | 283.166 |